1.
Molecular formula: C4H9N2
Method: DFT, ωB97M-V/def2-TZVPD

```
15
C4H9N2 | the Open Molecules 2025 dataset | ωB97M-V/def2-TZVPD
N 0.25660 -1.24698 -2.42371
N -0.25629 0.53619 0.70416
C 0.27625 0.19624 -0.57459
C 0.50593 -0.13345 1.83084
C -0.38511 -0.90966 -1.39971
C -1.36871 1.23776 0.88277
H 1.44238 -0.33399 1.51131
H -0.16911 -1.86085 -3.11797
H 0.54750 0.46822 2.69816
H 1.35734 -0.03483 -0.39477
H -1.74631 1.29533 1.89598
H 1.26321 -0.94528 -2.61219
H -1.97595 1.77828 0.16352
H 0.09050 -1.03480 2.13176
H 0.16181 0.98781 -1.29557
```

total charge = +1
DFT total energy = -266.9535 hartree
E_LUMO = -5.14 eV
frontier orbital gap = 7.29 eV
energy above the lowest of the compared OMol25 structures with the same formula, charge and spin = 3.966 eV

2.
Molecular formula: C4H28N2O12
Method: DFT, ωB97M-V/def2-TZVPD

```
46
C4H28N2O12 | the Open Molecules 2025 dataset | ωB97M-V/def2-TZVPD
O -1.42580 -2.31066 -2.30176
O 3.70669 -1.94916 -0.44412
O -0.18993 -2.40063 0.71855
O 1.32342 1.83663 2.23586
O -1.02498 -3.18758 3.59321
O -2.20743 -1.57624 0.06702
O 2.98468 -1.14927 1.91586
O -1.75414 0.43584 -1.77188
O 1.13834 -2.84972 -2.11421
O -1.39608 0.26850 3.01418
O 2.53399 0.28954 -1.09843
O -1.35262 3.11758 2.29868
N 0.49224 0.56290 -1.77316
N 0.23684 3.29506 -0.43413
C 1.75670 1.13586 -1.46572
C -0.76931 1.11196 -1.55740
C -1.69086 3.46977 -2.21349
C -0.93895 2.57840 -1.09485
H 2.17757 -1.53187 2.10903
H 0.40790 -0.30527 -2.22020
H 0.15886 -2.66081 -0.17226
H -1.23296 -3.28874 2.70999
H -1.51921 -1.53272 -0.80413
H -1.15304 3.77258 -3.11289
H -1.21495 -2.59692 0.67629
H -1.95721 -2.88494 -2.91158
H 1.71091 -3.64209 -1.95525
H 0.44738 2.87132 0.52798
H -2.20280 4.27907 -1.64317
H 0.00374 4.25343 -0.54894
H -0.07166 -3.62805 3.73601
H -2.60343 2.88965 -2.51673
H -3.16308 -1.33558 -0.13567
H -1.78790 2.42836 2.25243
H 4.30824 -2.35179 -1.15491
H 2.01533 1.23195 2.13450
H -2.21593 -0.01380 2.70659
H 1.65721 -2.10257 -1.69069
H -1.31096 3.30800 3.13832
H 3.39473 -1.71140 1.28568
H 1.97718 2.13988 -1.66201
H 0.53936 1.32043 2.30352
H 3.29020 -1.11849 -0.70212
H -0.76960 -0.40038 2.68484
H -1.73998 2.71533 -0.42195
H -0.56876 -2.78337 -2.18687
```

DFT total energy = -1181.4736 hartree
E_LUMO = -0.01 eV
frontier orbital gap = 9.19 eV
energy above the lowest of the compared OMol25 structures with the same formula, charge and spin = 6.281 eV
structure (SMILES) = C[C@H](N)C(=O)NC=O.O.O.O.O.O.O.O.O.O.O

3.
Molecular formula: C16H23NO3S
Method: DFT, ωB97M-V/def2-TZVPD

```
44
C16H23NO3S | the Open Molecules 2025 dataset | ωB97M-V/def2-TZVPD
S -4.54091 0.82622 1.05064
O 1.88622 -2.26079 1.53487
O -1.20980 -1.06800 0.21739
O -2.68970 -1.41841 1.89041
N 1.21306 -0.27137 0.69214
C 2.16121 1.69071 1.80785
C -4.71868 2.05171 -0.13051
C -0.23495 -3.23135 -0.35444
C -0.35515 -2.10976 0.69271
C 3.06234 0.90309 -0.40875
C -1.58643 -3.90403 -0.57598
C -3.70368 2.05943 -1.04083
C 1.03924 -1.55770 1.02597
C -3.06643 0.30227 0.31479
C -2.75404 1.05677 -0.78791
C 2.43262 0.47166 0.92030
C 0.32490 -2.68139 -1.66428
C 2.21169 1.95146 -1.12184
C 1.98315 3.16038 -0.21953
C 1.31644 2.73913 1.08672
C -2.33642 -0.81546 0.90811
H 2.94434 3.62924 0.00266
H 1.31679 -2.26327 -1.50950
H -5.56793 2.70489 -0.09051
H 0.31987 2.34070 0.87918
H 1.18857 3.60866 1.73452
H -1.88035 0.88447 -1.39005
H 1.36264 3.89761 -0.73340
H 3.11882 2.13200 2.08983
H -0.32738 -1.90397 -2.05649
H -0.78382 -2.51849 1.61697
H 1.65829 1.36636 2.72076
H -3.63919 2.75429 -1.85862
H -1.48177 -4.73656 -1.26723
H 0.39775 -3.47644 -2.40218
H 0.44310 0.21312 0.25850
H -1.98796 -4.28045 0.36190
H 0.47021 -3.95704 0.06195
H 2.71417 2.26345 -2.03967
H -2.29898 -3.19659 -0.99665
H 3.19315 0.02695 -1.04668
H 4.05018 1.31913 -0.20312
H 3.10494 -0.22162 1.43748
H 1.24989 1.51895 -1.40746
```

DFT total energy = -1302.1997 hartree
E_LUMO = 0.11 eV
frontier orbital gap = 9.61 eV
energy above the lowest of the compared OMol25 structures with the same formula, charge and spin = 0.000 eV
structure (SMILES) = CC(C)[C@H](OC(=O)c1cccs1)C(=O)NC1CCCCC1

4.
Molecular formula: C5H10N2S
Method: DFT, ωB97M-V/def2-TZVPD

```
18
C5H10N2S | the Open Molecules 2025 dataset | ωB97M-V/def2-TZVPD
S -2.05076 0.18216 1.68504
N -0.84091 0.94259 -2.00425
N -1.17077 -0.18761 0.23370
C 0.71217 -0.92517 1.63613
C -1.60506 0.41263 -0.98848
C 0.60851 1.10815 -1.83160
C 0.34280 0.00469 0.50919
C 1.05150 0.05669 -0.96437
H 1.89184 -1.01567 1.90984
H 0.28960 1.05142 0.80066
H 0.43392 -1.95413 1.24823
H 0.18962 -0.64209 2.59685
H 0.79887 0.57689 -2.84476
H -1.72934 -1.06419 2.59194
H 2.09409 -0.09406 -0.54318
H 0.83126 -0.94110 -1.50101
H -2.74634 0.30971 -0.98564
H 0.89898 2.17908 -1.54828
```

DFT total energy = -704.0673 hartree
E_LUMO = 0.32 eV
frontier orbital gap = 8.85 eV
energy above the lowest of the compared OMol25 structures with the same formula, charge and spin = 4.259 eV
structure (SMILES) = C[C@H]1CCN=CN1S

5.
Molecular formula: C6H13N
Method: DFT, ωB97M-V/def2-TZVPD

```
20
C6H13N | the Open Molecules 2025 dataset | ωB97M-V/def2-TZVPD
N 0.00637 1.22873 0.45224
C 1.49236 3.16268 0.73662
C 0.22406 -0.13504 0.31873
C 1.04028 2.13327 -0.29640
C -0.62172 -2.47555 0.08441
C -0.80169 -0.97914 0.04652
C -1.41035 -3.11757 -1.19369
H 2.48185 3.05464 1.11081
H 0.43663 -2.82363 -0.05405
H -0.92999 1.73275 0.19060
H 1.39543 4.15492 0.25138
H -1.91183 -0.69471 0.17680
H 1.70329 1.34167 -0.70107
H 0.93037 3.44248 1.63548
H -2.32302 -3.54154 -0.72496
H 0.63739 2.69529 -1.13829
H -0.73756 -3.91426 -1.52456
H -1.58667 -2.37489 -1.92894
H -0.96623 -2.85503 1.07259
H 1.28818 -0.35072 0.29133
```

DFT total energy = -291.0729 hartree
E_LUMO = 1.19 eV
frontier orbital gap = 8.85 eV
energy above the lowest of the compared OMol25 structures with the same formula, charge and spin = 2.335 eV
structure (SMILES) = CC/C=C/NCC

6.
Molecular formula: C3H4S2
Method: DFT, ωB97M-V/def2-TZVPD

```
9
C3H4S2 | the Open Molecules 2025 dataset | ωB97M-V/def2-TZVPD
S -0.48872 1.83612 0.69276
S -1.79597 0.50575 0.12791
C 0.64059 -0.59492 -0.61897
C -0.44224 -1.02302 -1.07212
C 1.40032 0.10269 0.28939
H 2.09423 0.82094 -0.24803
H 1.68976 -0.25775 1.27586
H -0.98462 -1.38903 -1.93802
H -2.11333 -0.00077 1.49123
```

DFT total energy = -912.9371 hartree
E_LUMO = -0.24 eV
frontier orbital gap = 8.54 eV
energy above the lowest of the compared OMol25 structures with the same formula, charge and spin = 3.357 eV

7.
Molecular formula: C22H24F3NO3P2Tm
Method: DFT, ωB97M-V/def2-TZVPD

```
56
C22H24F3NO3P2Tm | the Open Molecules 2025 dataset | ωB97M-V/def2-TZVPD
Tm 0.11054 -0.53666 0.98873
P 1.16762 1.78034 1.85066
P -2.38533 0.25247 1.60416
F 1.18439 -5.14254 1.86189
F 2.26471 -4.03907 3.42980
F 3.13484 -4.22947 1.41698
O 1.99341 -1.72646 1.45988
O 0.85609 -2.70189 -1.26719
O -0.00306 -2.70942 1.68135
N -0.06543 0.19207 -0.83036
C 1.97967 -4.08004 2.10059
C 0.99824 -2.34367 -2.40280
C 3.20766 1.82503 -1.43570
C -3.50143 -0.57400 -2.02032
C 1.53221 -0.06661 -2.59988
C -2.84953 0.92185 -0.08095
C -3.52002 -1.16507 1.76680
C -2.49884 0.03815 -1.26953
C -1.87234 -1.51343 -3.54262
C 2.89799 1.55341 2.37819
C 1.11502 0.63562 -1.47954
C 1.39667 2.58235 0.17516
C -0.85796 -0.90189 -2.81049
C 3.67053 1.03019 -2.48807
C 0.61794 -1.16919 -3.12369
C -3.19702 -1.35499 -3.13811
C 2.83140 0.08730 -3.08057
C 1.26479 -2.74053 1.70399
C -3.07651 1.48071 2.74934
C 1.91828 1.67423 -0.92954
C -1.14948 -0.19571 -1.65550
C 0.60005 3.15460 2.89244
H -4.17640 -0.99540 2.62934
H 1.41082 -2.63807 -3.35836
H 3.14012 0.48172 2.36437
H 1.16988 3.14062 3.83045
H -2.36115 1.90837 -0.16293
H -3.85824 1.00499 3.35527
H -1.60261 -2.11083 -4.41684
H -4.12050 -1.30443 0.85992
H -2.27444 1.83238 3.41088
H 3.58783 2.08673 1.71223
H 3.16402 -0.54042 -3.91105
H 2.10261 3.40664 0.35203
H 0.41420 3.00734 -0.09442
H -3.99814 -1.83375 -3.69970
H -3.93753 1.07143 -0.03311
H 3.85909 2.58431 -0.99540
H -4.54271 -0.43016 -1.72120
H 4.68798 1.15680 -2.85581
H 0.70997 -1.18579 -4.21855
H -2.92248 -2.07065 1.94117
H -0.46626 3.02368 3.11659
H -3.49810 2.33558 2.20399
H 2.99820 1.93437 3.40239
H 0.74875 4.11687 2.38363
```

total charge = +1
multiplicity = 3
DFT total energy = -3200.5788 hartree
E_LUMO (alpha / beta) = -3.03 / -2.98 eV
frontier orbital gap (alpha / beta) = 7.75 / 7.81 eV

8.
Molecular formula: C36H77FN5O12
Method: DFT, ωB97M-V/def2-TZVPD

```
131
C36H77FN5O12 | the Open Molecules 2025 dataset | ωB97M-V/def2-TZVPD
F 1.76617 -2.85874 0.21847
O 2.56165 4.79392 -4.00132
O 9.08236 2.19617 -1.96845
O -0.37398 5.19328 -3.62769
O 0.07693 2.33806 -4.51519
O 0.78277 0.56503 5.73166
O 7.84088 2.99648 0.98654
O 2.94392 1.76193 3.99600
O -3.89462 -3.91671 2.76597
O -6.64676 -3.22636 3.78219
O 6.28816 1.47298 -1.11267
O 0.61215 -0.52340 2.93353
O -5.42575 -5.13288 5.74711
N -2.13230 -1.99603 -1.87794
N -1.06390 -1.76706 -1.11890
N -8.90893 -2.34524 -2.04591
N -7.35378 -1.55464 -0.37007
N -6.65686 -2.41901 -2.43568
C 7.23979 1.73593 1.16292
C -0.42631 0.16756 3.60741
C 3.15650 1.05926 5.20426
C 1.27439 -1.70734 -0.41392
C 0.36968 -3.00674 -2.44429
C 7.11778 0.92288 -0.10851
C -7.75388 -2.11288 -1.61729
C -3.73870 -1.58533 -4.38081
C 9.76119 1.03152 -2.37870
C -1.98859 -2.73865 -2.96594
C 2.08010 0.04353 5.51847
C -4.35698 -2.62459 3.10185
C 0.52850 4.72862 -2.65361
C 2.97419 5.80049 -4.90411
C 2.42566 -0.95445 -1.11048
C 2.73229 0.40278 -0.47828
C -5.44367 -2.59189 4.15219
C -5.26298 -1.48442 -4.25758
C -0.59153 1.53051 -3.59440
C -0.27515 4.73553 -4.95711
C 1.94246 5.23091 -2.80997
C 0.57398 -1.92892 3.03929
C -0.71482 3.30739 -5.18613
C 0.18061 -2.17523 -1.34104
C -0.71736 -3.29473 -3.25189
C -5.83856 -1.26507 -2.85031
C -4.07298 -4.33693 1.43738
C 2.87539 3.16822 4.08609
C 6.68084 2.65517 -1.78353
C -6.70168 -4.63914 3.72274
C 7.90496 2.52954 -2.66355
C -3.17064 -2.93002 -3.86128
C 7.07522 4.12104 1.34725
C -6.63542 -5.34915 5.05648
C -5.52219 -4.57925 7.04169
C 0.06636 1.13493 4.66226
H -5.05917 -1.10356 -2.09972
H -3.95122 -3.46689 -3.30437
H 1.59524 -2.30132 3.11939
H -3.50463 -2.06228 3.50628
H -1.25336 -1.19975 -0.30030
H -2.85218 -3.57396 -4.68622
H 2.10388 3.52345 3.40053
H 1.85011 1.05326 -0.49432
H -5.70033 -2.40007 -4.67246
H -0.98743 0.76620 2.87854
H 2.61529 3.49372 5.09671
H 2.35241 -0.38479 6.48624
H 6.00206 3.90492 1.31192
H -0.79905 0.53670 -4.01802
H -5.71427 -1.53716 4.25746
H 0.83728 -1.05436 0.35633
H 2.40082 6.72061 -4.76717
H 0.51337 3.64087 -2.54281
H 9.09496 0.34658 -2.91209
H -9.61482 -2.18761 -1.32994
H 0.00730 -2.28824 3.90119
H -5.97179 -5.05739 3.02629
H 7.86046 1.14013 1.84471
H 3.26696 1.75555 6.04162
H 6.25211 1.84024 1.62830
H -6.46734 -4.04718 7.18021
H 1.36443 -3.39058 -2.64070
H 8.03915 3.51363 -3.13349
H -1.76718 3.19828 -4.90218
H -0.61825 -3.92689 -4.12790
H 10.14413 0.52485 -1.49189
H 4.03679 6.03116 -4.78191
H 1.95521 6.32342 -2.74142
H 0.60124 1.96444 4.19482
H -4.70281 -3.87197 7.17800
H -3.47693 -1.46094 -5.43698
H 2.20260 -0.80693 -2.17623
H -4.70732 -2.09444 2.20745
H 10.60582 1.27463 -3.02959
H -1.53453 1.97193 -3.25675
H 7.70997 1.80775 -3.46577
H 2.81441 5.43731 -5.91941
H 0.12475 -2.35508 2.13427
H 3.06462 0.30129 0.55786
H -7.69869 -4.84895 3.32609
H -0.64177 3.12518 -6.26446
H 2.09120 -0.76584 4.78713
H 8.09994 0.63965 -0.49184
H -0.83613 1.54392 5.12526
H 3.82727 3.62961 3.80701
H 4.09284 0.49360 5.12129
H 0.70630 4.91767 -5.39942
H -5.06188 -2.93081 5.11623
H -3.25524 -0.76270 -3.84184
H -6.73410 -6.41985 4.83700
H -1.11754 -0.56118 4.04409
H -3.15170 -4.22719 0.84978
H 6.60295 0.00363 0.18807
H -5.44152 -5.35393 7.80886
H -7.30544 -2.29431 0.32633
H 7.32849 4.46737 2.35399
H -4.87165 -3.78101 0.93642
H -7.08349 -2.84993 -3.25086
H -5.58664 -0.67989 -4.92531
H 0.16196 5.16330 -1.71946
H 7.29191 4.92453 0.64216
H -8.10079 -0.93308 -0.07058
H 3.51614 0.90393 -1.05176
H -7.49308 -5.06024 5.67302
H 0.05499 1.39471 -2.71996
H 3.29363 -1.61824 -1.05855
H 2.50648 4.84210 -1.95136
H 5.85243 2.86061 -2.46277
H 6.77410 3.50630 -1.10340
H -4.34148 -5.39390 1.44697
H -6.45750 -0.36175 -2.87193
H -1.00128 5.34839 -5.49778
```

total charge = +1
DFT total energy = -2693.8642 hartree
E_LUMO = -4.57 eV
frontier orbital gap = 6.02 eV